# 1
The following is a quantum chemistry calculation of C21H41BrO12S5 as an isolated structure at a distorted geometry, from OMol25.

Last column: Löwdin charge in e.
CARTESIAN COORDINATES (ANGSTROEM)
C -2.524 6.934 -2.988  -0.15
C -3.019 5.524 -2.710  -0.73
Br -1.686 4.251 -3.350  0.73
C -3.433 5.298 -1.259  -0.18
C -2.354 5.218 -0.200  -0.32
C -3.029 5.140 1.212  -0.10
O -2.349 4.075 1.935  -0.18
S -0.985 3.790 1.172  0.59
O -0.059 4.834 1.453  -0.21
O -0.616 2.433 1.350  -0.21
O -1.587 4.009 -0.274  -0.20
H -3.287 7.660 -2.704  0.08
H -1.580 7.146 -2.490  0.08
H -2.350 7.050 -4.057  0.07
H -3.892 5.338 -3.332  0.09
H -4.069 4.416 -1.175  0.13
H -4.050 6.153 -0.969  0.14
H -1.710 6.096 -0.174  0.15
H -4.069 4.832 1.149  0.09
H -2.945 6.055 1.793  0.14
C -8.799 3.184 2.137  -0.22
C -8.739 4.174 3.309  -0.21
C -7.620 5.178 3.002  -0.21
S -7.517 5.271 1.210  0.67
O -6.231 4.756 0.795  -0.34
O -7.957 6.562 0.750  -0.32
C -8.762 4.033 0.870  -0.23
H -9.694 2.567 2.173  0.12
H -7.932 2.521 2.164  0.12
H -9.692 4.699 3.394  0.12
H -8.557 3.669 4.255  0.12
H -7.825 6.175 3.383  0.10
H -6.653 4.835 3.365  0.10
H -8.479 3.485 -0.026  0.11
H -9.702 4.559 0.708  0.11
C 0.820 -1.459 1.905  -0.21
C -0.248 -0.802 1.021  -0.22
C -0.812 -1.891 0.100  -0.21
S -0.637 -3.441 0.996  0.67
O 0.278 -4.294 0.273  -0.33
O -1.938 -3.925 1.387  -0.33
C 0.201 -2.757 2.422  -0.21
H 1.121 -0.811 2.726  0.12
H 1.706 -1.674 1.310  0.09
H -1.044 -0.400 1.649  0.11
H 0.156 0.028 0.446  0.10
H -1.866 -1.745 -0.123  0.10
H -0.247 -1.985 -0.825  0.10
H 0.921 -3.479 2.806  0.08
H -0.557 -2.548 3.176  0.11
C 4.643 -4.529 0.251  -0.22
C 5.126 -5.792 0.977  -0.21
C 5.127 -5.487 2.481  -0.22
S 3.852 -4.243 2.734  0.67
O 4.479 -3.025 3.188  -0.32
O 2.752 -4.817 3.472  -0.33
C 3.407 -4.066 1.013  -0.22
H 4.414 -4.724 -0.791  0.08
H 5.416 -3.758 0.287  0.12
H 4.442 -6.616 0.766  0.12
H 6.118 -6.098 0.643  0.11
H 4.885 -6.354 3.090  0.10
H 6.069 -5.053 2.810  0.10
H 3.142 -3.032 0.817  0.09
H 2.552 -4.712 0.824  0.09
C 7.849 -3.895 -4.819  -0.22
C 8.591 -4.760 -3.790  -0.21
C 7.674 -4.909 -2.570  -0.22
S 5.991 -4.774 -3.194  0.65
O 5.395 -3.574 -2.665  -0.32
O 5.326 -6.047 -3.082  -0.32
C 6.436 -4.463 -4.900  -0.23
H 8.339 -3.912 -5.791  0.11
H 7.813 -2.858 -4.479  0.12
H 8.796 -5.742 -4.220  0.12
H 9.547 -4.321 -3.507  0.11
H 7.780 -5.872 -2.078  0.10
H 7.815 -4.105 -1.851  0.10
H 5.707 -3.783 -5.332  0.11
H 6.415 -5.420 -5.421  0.11

HOMO energy: -9.8 eV
DFT total energy: -6292.55390 a.u.

***

# 2
The following is a quantum chemistry calculation of a 12-piece molecular cluster, C12H36N12O24 overall at a distorted geometry, from OMol25.

Last column: Löwdin charge in e.
CARTESIAN COORDINATES (ANGSTROEM)
C -0.930 -4.948 -0.115  0.06
N -0.862 -6.429 0.259  -0.42
O -1.896 -7.046 0.592  0.03
O 0.259 -6.878 0.262  0.06
H -0.619 -4.503 0.830  0.11
H -1.929 -4.683 -0.462  0.08
H -0.222 -4.791 -0.929  0.07
C 1.834 3.299 -1.552  0.04
N 1.124 3.408 -2.849  -0.42
O 1.794 3.464 -3.872  0.05
O -0.101 3.543 -2.752  0.04
H 2.644 4.028 -1.584  0.11
H 2.209 2.277 -1.501  0.09
H 1.155 3.425 -0.709  0.07
C 1.378 3.064 2.381  0.07
N 0.623 4.363 2.676  -0.39
O -0.334 4.706 1.968  0.03
O 0.845 4.919 3.742  0.05
H 0.821 2.646 1.542  0.05
H 1.258 2.370 3.213  0.08
H 2.405 3.360 2.167  0.11
C -4.957 -3.124 -0.132  0.05
N -3.842 -3.112 0.879  -0.41
O -3.840 -4.132 1.589  0.06
O -2.996 -2.224 0.766  0.03
H -5.712 -3.896 0.015  0.10
H -4.343 -3.032 -1.028  0.10
H -5.534 -2.209 0.000  0.08
C -3.781 0.502 -1.495  0.04
N -4.355 0.851 -0.180  -0.40
O -5.520 0.563 0.018  0.06
O -3.613 1.361 0.660  0.05
H -3.011 1.211 -1.799  0.09
H -4.458 0.443 -2.348  0.10
H -3.322 -0.484 -1.424  0.09
C 3.785 -3.579 -2.683  0.07
N 2.298 -3.636 -2.509  -0.44
O 1.711 -2.642 -2.163  0.06
O 1.750 -4.722 -2.656  0.04
H 4.036 -4.639 -2.675  0.09
H 4.058 -3.134 -1.726  0.10
H 4.030 -3.110 -3.636  0.10
C 2.399 -0.366 -4.418  0.07
N 0.914 -0.005 -4.525  -0.38
O 0.369 0.209 -5.647  0.01
O 0.185 -0.058 -3.536  0.02
H 2.519 -1.424 -4.647  0.09
H 2.473 -0.183 -3.346  0.08
H 2.960 0.471 -4.836  0.10
C -3.212 0.419 3.500  0.04
N -2.523 1.704 4.011  -0.40
O -3.081 2.789 3.788  0.06
O -1.439 1.502 4.552  0.04
H -2.588 -0.028 2.726  0.06
H -4.184 0.648 3.062  0.08
H -3.143 -0.263 4.348  0.09
C 5.705 -0.351 -0.825  -0.04
N 4.516 -0.069 0.018  -0.61
O 3.396 -0.066 -0.471  -0.17
O 4.780 0.134 1.228  -0.18
H 5.930 0.473 -1.502  0.06
H 5.611 -1.307 -1.340  0.04
H 6.526 -0.483 -0.120  0.07
C 1.876 -0.446 3.729  0.00
N 2.761 -0.325 4.856  -0.42
O 2.642 0.700 5.525  0.05
O 3.515 -1.293 5.123  0.04
H 1.960 -1.455 3.324  0.10
H 2.210 0.240 2.949  0.09
H 0.840 -0.404 4.064  0.10
C -2.171 4.382 -0.501  -0.01
N -2.846 5.582 -0.099  -0.42
O -4.044 5.485 0.331  0.02
O -2.195 6.613 -0.112  0.07
H -2.375 3.523 0.138  0.08
H -1.135 4.721 -0.478  0.08
H -2.558 4.198 -1.504  0.11
C 0.115 -0.834 -0.311  0.03
N -0.311 0.440 0.320  -0.39
O -0.507 1.426 -0.358  0.06
O -0.296 0.357 1.541  0.04
H -0.058 -0.846 -1.388  0.06
H -0.521 -1.627 0.083  0.07
H 1.149 -1.035 -0.030  0.08

HOMO energy (spin up / spin down): -2.0 / -5.7 eV
Charge: -1
Relative energy (zero: lowest compared OMol25 entry of this formula, charge and spin): 0.0 kcal/mol
DFT total energy: -2940.48654 a.u.
Multiplicity: 2
⟨S²⟩: 0.7535

***

# 3
The following is a quantum chemistry calculation of an isolated ion of composition C3H8N5O3 and charge +1 at a distorted geometry, from OMol25.

Last column: Löwdin charge in e.
CARTESIAN COORDINATES (ANGSTROEM)
C 1.645 0.510 0.980  0.01
N 0.990 -0.150 -0.203  -0.01
N -0.376 0.246 -0.365  0.10
C -1.347 -0.490 -0.052  -0.23
N -1.488 -1.819 0.137  0.09
O -2.821 -2.267 0.332  -0.03
N -3.629 -1.077 0.499  0.13
C -2.826 -0.025 0.087  -0.13
N -3.315 1.151 -0.126  -0.28
O -4.534 1.398 -0.245  0.04
O -2.503 2.161 -0.504  0.12
H 1.082 1.471 1.239  0.13
H 1.543 -0.221 1.860  0.13
H 2.709 0.773 0.795  0.11
H 1.383 0.159 -1.091  0.19
H 1.207 -1.126 -0.064  0.16
H -0.850 -2.568 -0.234  0.20
H -4.443 -1.104 -0.100  0.15
H -2.938 2.599 -1.223  0.13

HOMO energy (spin up / spin down): -12.0 / -12.0 eV
Charge: +1
Relative energy (zero: lowest compared OMol25 entry of this formula, charge and spin): 10.9 kcal/mol
SMILES: C[NH2+]/N=c1\[nH]o[nH]\c1=[N+](/[O-])O
DFT total energy: -618.04765 a.u.

***

# 4
The following is a quantum chemistry calculation of a 2-piece molecular cluster, H6N2 overall, from OMol25.

Last column: Löwdin charge in e.
CARTESIAN COORDINATES (ANGSTROEM)
N -2.256 -2.155 0.553  -0.01
H -3.095 -1.721 0.156  0.00
H -1.454 -1.784 0.034  0.00
H -2.171 -1.813 1.516  0.01
N 0.763 3.440 0.274  -0.01
H 1.238 4.324 0.065  0.01
H -0.117 3.678 0.742  0.00
H 0.516 3.014 -0.626  0.00

HOMO energy: -10.2 eV
Relative energy (zero: lowest compared OMol25 entry of this formula, charge and spin): 2.7 kcal/mol
SMILES: N.N
DFT total energy: -113.09999 a.u.

***

# 5
The following is a quantum chemistry calculation of C4H6O2 as an isolated structure, from OMol25.

Last column: Löwdin charge in e.
CARTESIAN COORDINATES (ANGSTROEM)
C 1.270 -0.409 -0.223  -0.05
C -0.114 -0.457 0.429  -0.22
C -0.626 0.968 0.656  -0.10
O -1.212 0.960 -0.682  0.03
C -1.056 -0.404 -0.760  -0.48
O -1.477 -1.152 -1.585  0.15
H 1.189 0.321 -1.039  0.10
H 2.044 -0.058 0.464  0.08
H 1.549 -1.378 -0.649  0.09
H -0.263 -1.216 1.203  0.15
H 0.130 1.746 0.804  0.13
H -1.434 1.080 1.382  0.12

HOMO energy: -10.5 eV
Relative energy (zero: lowest compared OMol25 entry of this formula, charge and spin): 19.6 kcal/mol
DFT total energy: -306.47501 a.u.

***

# 6
The following is a quantum chemistry calculation of C19H34CeNO as an isolated structure at a distorted geometry, from OMol25.

Last column: Löwdin charge in e.
CARTESIAN COORDINATES (ANGSTROEM)
C -1.306 -2.600 -1.134  -0.14
H -1.923 -3.125 -1.872  0.12
H -0.267 -2.754 -1.477  0.09
H -1.608 -1.510 -1.241  0.03
C -1.559 -3.168 0.262  -0.30
H -0.781 -2.829 0.985  0.09
H -2.532 -2.808 0.638  0.13
C -1.591 -4.720 0.285  -0.07
H -1.792 -5.081 1.299  0.09
H -2.391 -5.092 -0.364  0.09
H -0.638 -5.159 -0.045  0.09
C 1.521 1.371 0.531  -0.33
C 1.795 0.220 1.356  -0.33
C 2.197 -0.862 0.492  -0.31
C 2.148 -0.385 -0.870  -0.31
C 1.750 1.000 -0.843  -0.31
C 1.723 1.933 -2.008  0.02
C 2.499 -1.178 -2.084  0.01
C 2.588 -2.233 0.926  0.01
C 1.735 0.203 2.844  0.01
C 1.190 2.733 1.043  0.01
Ce -0.144 -0.318 0.008  1.54
H 2.196 -0.651 -2.995  0.09
H 3.581 -1.364 -2.155  0.12
H 2.001 -2.160 -2.073  0.09
H 1.598 1.390 -2.952  0.09
H 0.900 2.655 -1.929  0.07
H 2.658 2.515 -2.076  0.12
H 0.636 2.691 1.990  0.10
H 2.119 3.299 1.228  0.12
H 0.582 3.316 0.340  0.07
H 1.600 -0.813 3.234  0.09
H 2.665 0.614 3.266  0.12
H 0.905 0.815 3.219  0.09
H 2.099 -3.012 0.317  0.10
H 3.673 -2.387 0.831  0.12
H 2.317 -2.411 1.973  0.09
O -1.889 0.995 -0.379  -0.18
C -2.560 2.029 -0.718  -0.35
C -4.059 2.011 -0.737  -0.08
C -4.676 2.883 0.355  -0.17
C -4.662 4.374 0.020  -0.20
C -3.267 4.958 -0.134  -0.17
C -2.522 4.422 -1.359  -0.13
N -1.907 3.126 -1.089  0.13
H -4.365 2.354 -1.740  0.15
H -4.357 0.966 -0.595  0.13
H -5.721 2.565 0.482  0.13
H -4.175 2.716 1.320  0.13
H -5.229 4.541 -0.905  0.13
H -5.177 4.909 0.825  0.13
H -3.344 6.048 -0.262  0.13
H -2.671 4.796 0.775  0.13
H -3.213 4.340 -2.213  0.14
H -1.708 5.105 -1.627  0.14
H -0.905 3.017 -1.225  0.12

HOMO energy (spin up / spin down): -15.1 / -15.0 eV
Charge: +2
DFT total energy: -1348.99134 a.u.
Multiplicity: 2
⟨S²⟩: 0.7513

***

# 7
The following is a quantum chemistry calculation of a single CHF4N3 molecule at a distorted geometry, from OMol25.

Last column: Löwdin charge in e.
CARTESIAN COORDINATES (ANGSTROEM)
F -1.033 0.081 2.333  -0.02
N -0.778 0.735 1.189  0.11
C -0.208 0.190 0.217  -0.36
N -0.026 0.764 -0.949  0.05
F -0.920 1.702 -1.201  0.03
N 0.479 -1.083 0.292  -0.06
F 1.715 -0.821 0.749  0.06
F 0.602 -1.783 -0.865  0.04
H 0.169 0.216 -1.766  0.15

HOMO energy: -10.3 eV
SMILES: F/N=C(/NF)N(F)F
DFT total energy: -602.10883 a.u.

***

# 8
The following is a quantum chemistry calculation of C39H30Cl2CoN2O3P as an isolated structure, from OMol25.

Last column: Löwdin charge in e.
CARTESIAN COORDINATES (ANGSTROEM)
Co -0.481 0.202 0.562  0.32
O -3.255 1.234 -2.661  0.04
C -2.902 2.531 -2.776  -0.27
C -3.561 3.295 -3.743  -0.03
C -3.252 4.630 -3.910  -0.11
C -2.280 5.232 -3.117  -0.11
C -1.630 4.475 -2.160  -0.04
C -1.919 3.125 -1.971  -0.07
C -1.204 2.349 -0.919  -0.42
O -1.443 1.074 -0.859  -0.16
N -0.387 2.984 -0.129  0.09
N 0.175 2.065 0.756  -0.06
C 1.045 2.497 1.590  -0.07
C 1.748 1.627 2.516  -0.14
C 2.774 2.217 3.267  -0.07
C 3.531 1.510 4.174  -0.13
C 3.242 0.153 4.350  -0.11
C 2.232 -0.454 3.644  -0.03
C 1.444 0.244 2.691  -0.33
O 0.515 -0.421 2.072  -0.18
H -2.664 0.876 -1.944  0.06
H -4.316 2.806 -4.343  0.11
H -3.772 5.207 -4.664  0.09
H -2.038 6.279 -3.240  0.09
H -0.874 4.916 -1.525  0.10
H 1.284 3.560 1.599  0.12
H 2.969 3.273 3.114  0.10
H 4.320 1.990 4.738  0.08
H 3.821 -0.435 5.053  0.09
H 2.005 -1.504 3.779  0.11
Cl 2.286 1.082 -1.549  0.75
C 3.098 -0.178 -0.659  -0.64
C 4.415 0.038 -0.285  -0.11
C 5.102 -0.960 0.389  -0.08
C 4.471 -2.169 0.661  -0.08
C 3.153 -2.359 0.281  -0.07
C 2.434 -1.359 -0.374  -0.36
P 0.629 -1.455 -0.668  1.10
C 0.499 -1.549 -2.478  -0.38
C -0.769 -1.336 -3.016  -0.08
C -0.968 -1.378 -4.385  -0.07
C 0.103 -1.627 -5.234  -0.09
C 1.369 -1.832 -4.707  -0.09
C 1.567 -1.794 -3.333  -0.10
C 0.266 -3.170 -0.150  -0.33
C 0.115 -4.222 -1.049  -0.07
C -0.180 -5.500 -0.593  -0.09
C -0.315 -5.738 0.766  -0.10
C -0.157 -4.694 1.668  -0.08
C 0.122 -3.415 1.217  -0.10
H 4.881 0.984 -0.521  0.10
H 6.123 -0.790 0.700  0.10
H 4.997 -2.959 1.179  0.10
H 2.663 -3.295 0.515  0.10
H -1.602 -1.123 -2.357  0.10
H -1.957 -1.191 -4.783  0.10
H -0.048 -1.647 -6.305  0.10
H 2.210 -2.018 -5.364  0.10
H 2.559 -1.945 -2.923  0.10
H 0.226 -4.045 -2.111  0.10
H -0.305 -6.307 -1.304  0.10
H -0.547 -6.734 1.122  0.09
H -0.268 -4.872 2.731  0.10
H 0.234 -2.592 1.912  0.09
Cl -3.938 3.918 4.429  0.59
C -3.458 2.519 3.488  -0.69
C -2.632 1.563 4.056  -0.12
C -2.251 0.466 3.307  -0.05
C -2.671 0.289 1.978  -0.31
C -2.136 -0.797 1.148  -0.17
C -3.522 1.276 1.451  -0.05
C -3.910 2.380 2.187  -0.12
H -2.283 1.685 5.073  0.10
H -1.581 -0.264 3.743  0.11
H -2.786 -1.024 0.298  0.06
H -1.938 -1.703 1.720  0.05
H -3.871 1.176 0.431  0.11
H -4.554 3.133 1.751  0.10

HOMO energy (spin up / spin down): -3.5 / -4.5 eV
Charge: -1
Relative energy (zero: lowest compared OMol25 entry of this formula, charge and spin): 2.0 kcal/mol
DFT total energy: -4484.04011 a.u.
Multiplicity: 2
⟨S²⟩: 0.7633

***

# 9
The following is a quantum chemistry calculation of C19H19ClFeN5O5S2 as an isolated structure, from OMol25.

Last column: Löwdin charge in e.
CARTESIAN COORDINATES (ANGSTROEM)
Fe -0.139 1.928 -0.863  0.64
O -0.307 0.865 -2.682  -0.24
N 0.814 0.304 -3.113  -0.20
C 0.699 -0.800 -3.880  -0.04
C 1.795 -1.457 -4.362  -0.07
C 3.060 -0.957 -4.034  -0.08
C 3.160 0.170 -3.261  -0.10
C 2.023 0.845 -2.772  -0.67
S 2.091 2.240 -1.793  0.69
H -0.323 -1.104 -4.046  0.13
H 1.667 -2.351 -4.953  0.10
H 3.954 -1.461 -4.378  0.10
H 4.120 0.579 -2.981  0.10
N -2.231 2.285 -1.594  -0.04
N -2.865 3.263 -0.800  0.00
C -2.156 3.576 0.387  -0.75
O -2.831 3.957 1.353  -0.03
O -0.898 3.407 0.366  -0.10
H -2.284 2.518 -2.575  0.09
H -2.638 1.365 -1.419  0.01
H -3.823 3.031 -0.574  0.11
C -0.881 2.885 3.737  0.01
C -1.134 1.481 3.309  -0.25
C -0.451 0.390 3.759  0.01
C -0.799 -0.860 3.228  -0.32
N -1.724 -1.017 2.298  0.11
C -2.363 0.069 1.819  -0.83
S -3.432 -0.022 0.515  0.58
N -2.111 1.280 2.402  0.12
C -0.064 -2.091 3.657  -0.02
H 0.113 2.960 4.173  0.09
H -1.620 3.192 4.481  0.09
H -0.968 3.552 2.880  0.07
H 0.374 0.497 4.446  0.12
H -2.624 2.100 2.067  0.11
H 0.259 -2.023 4.696  0.08
H 0.831 -2.177 3.034  0.08
H -0.686 -2.970 3.507  0.08
Cl 0.764 -4.972 -2.594  0.62
C 0.885 -3.590 -1.526  -0.68
C 2.056 -3.386 -0.816  -0.11
C 2.144 -2.278 0.013  -0.02
C 1.095 -1.371 0.103  -0.13
C -0.076 -1.607 -0.608  -0.03
C -0.191 -2.728 -1.417  -0.11
C 1.247 -0.147 0.991  -0.61
O 2.051 -0.203 1.919  0.03
O 0.520 0.863 0.690  -0.14
H 2.878 -4.083 -0.914  0.10
H 3.036 -2.087 0.596  0.12
H -0.915 -0.930 -0.509  0.07
H -1.104 -2.930 -1.961  0.11

HOMO energy (spin up / spin down): -5.2 / -5.1 eV
Charge: -1
Relative energy (zero: lowest compared OMol25 entry of this formula, charge and spin): 2.1 kcal/mol
DFT total energy: -3905.89935 a.u.
Multiplicity: 5
⟨S²⟩: 6.0112

***

- What is the DFT total energy in the fifth record?
  -306.47501 a.u.

***

- DFT total energy of number 1 (C21H41BrO12S5)?
  -6292.55390 a.u.

***

- Which of these has the lowest DFT total energy?
  C21H41BrO12S5